[1]
The following is a quantum chemistry calculation of C31H25ClF3FeN2O11S2 as an isolated structure, from the Open Molecules 2025 dataset.

* HOMO-LUMO gap (spin up / spin down): 7.0 / 7.1 eV
* <S²>: 8.758
* energy relative to the best compared isomer or geometry (same formula, charge and spin): 10.2 kcal/mol

Structure (ORCA input):
```
! wB97M-V def2-TZVPD RIJCOSX def2/J DEFGRID3
* xyz -2 6
Fe -0.49649 0.32918 -1.60836
O -0.57371 0.31622 -3.51746
C -0.11412 -0.57462 -4.36032
C -0.89908 -0.97597 -5.45213
C -0.41671 -1.88396 -6.37417
C 0.86115 -2.42254 -6.25047
C 1.64907 -2.03161 -5.17974
C 1.18965 -1.11876 -4.23560
C 2.05888 -0.71706 -3.12928
N 1.64966 0.03655 -2.19194
N 2.55376 0.32859 -1.18407
C 1.92202 0.91901 -0.21512
O 0.67232 1.21318 -0.21470
C 2.70404 1.27260 1.00053
C 4.06066 0.97115 1.09495
C 4.76707 1.29539 2.24056
C 4.12657 1.91333 3.30796
C 2.77384 2.20655 3.22062
C 2.06502 1.88853 2.07071
H -1.89714 -0.56327 -5.52398
H -1.04937 -2.18959 -7.20103
H 1.22401 -3.14705 -6.96892
H 2.64090 -2.45003 -5.04561
H 3.08215 -1.08898 -3.09506
H 4.53538 0.47130 0.26187
H 5.82176 1.05502 2.30709
H 4.67995 2.15822 4.20741
H 2.26529 2.67925 4.05259
H 1.00692 2.09495 1.98118
F -1.76450 -2.06630 1.54320
C -2.98567 -1.84549 1.07453
F -3.67766 -1.22031 2.04580
F -3.57331 -3.03408 0.86925
S -3.00971 -0.83270 -0.46545
O -2.10873 0.27793 -0.12323
O -4.40511 -0.50786 -0.56559
O -2.41041 -1.61919 -1.51330
C 4.53349 -2.72645 4.11839
C 3.57945 -2.76195 2.95305
C 3.78673 -3.61619 1.87900
C 2.91395 -3.63032 0.79808
C 1.81448 -2.79226 0.78560
C 1.60212 -1.91872 1.84416
C 2.47841 -1.90903 2.91661
S 0.67316 -2.84374 -0.59420
O 1.48357 -3.23210 -1.73487
O -0.36241 -3.77705 -0.22319
O 0.22902 -1.44121 -0.65903
H 5.28809 -3.51000 4.03449
H 4.00772 -2.86386 5.06611
H 5.04846 -1.76482 4.16978
H 4.64864 -4.27606 1.88228
H 3.08293 -4.28264 -0.04822
H 0.76883 -1.23227 1.80473
H 2.31584 -1.20931 3.72991
C -6.14218 2.77319 0.64663
C -4.77037 2.75790 1.24704
C -4.54175 2.27635 2.52335
C -3.24960 2.18500 3.01118
Cl -2.99334 1.57469 4.62995
C -2.16860 2.53849 2.23453
C -2.38019 3.02879 0.95341
C -3.67570 3.16615 0.47207
O -3.99931 3.67036 -0.75263
C -2.95804 3.81276 -1.71335
C -2.42489 2.41480 -2.08875
O -1.20741 2.21565 -1.72194
O -3.19129 1.63051 -2.61540
H -6.89037 2.50241 1.39210
H -6.18453 2.05394 -0.17501
H -6.38618 3.75343 0.23467
H -5.37239 1.94158 3.13131
H -1.16215 2.40373 2.60527
H -1.52670 3.21550 0.31863
H -2.16384 4.46319 -1.33805
H -3.43201 4.27197 -2.58040
*
```

Mulliken atomic charge list, values in e, 5 entries: number 1, Fe, carries 1.423; number 2, O, carries -0.727; number 3, C, carries 0.181; number 4, C, carries -0.656; number 5, C, carries -0.370



[2]
The following is a quantum chemistry calculation of a 11-piece molecular cluster, C46H89BF3N2O16PS overall, from the Open Molecules 2025 dataset.

* HOMO-LUMO gap: 8.8 eV
* SMILES string: CCCCC[C@@]1(N(C(=O)F)C(=O)F)[C@@H](OB(O)O)[C@@](CC)(CCCS)O[C@@]1(F)[PH2]=N.CC(C)=O.CC(C)=O.CC(C)=O.CC(C)=O.CC(C)=O.CC(C)=O.CC(C)=O.CC(C)=O.CC(C)=O.CC(C)=O

Structure (ORCA input):
```
! wB97M-V def2-TZVPD RIJCOSX def2/J DEFGRID3
* xyz 0 1
C 6.78744 -0.56389 3.37924
C 5.41857 -0.51306 2.70874
C 4.93056 0.91819 2.43708
C 3.39725 0.98951 2.27937
C 3.01771 0.55623 0.85511
C 1.63113 -0.03660 0.64267
N 1.49232 -0.74106 -0.70163
C 1.59133 0.02235 -1.87518
O 1.46820 -0.41278 -2.97323
F 1.76698 1.31509 -1.64871
C 2.38934 -1.84736 -0.84588
O 3.49241 -1.82845 -1.28031
F 1.81718 -2.96449 -0.43010
C 1.17260 -1.10025 1.67956
O 2.25766 -1.82506 2.25093
B 1.96471 -3.03471 2.87849
O 1.29584 -4.05322 2.24131
O 2.34693 -3.21226 4.18049
C 0.11513 -0.49898 2.63674
C -1.26655 -1.12594 2.42261
C -1.68252 -2.24863 3.37697
C 0.51117 -0.25433 4.07587
C -0.57702 0.48574 4.89500
C -0.12133 1.86852 5.40834
S -1.30416 3.19513 4.96918
O -0.03146 0.86406 2.06686
C 0.46178 0.99637 0.78664
F -0.55056 0.71277 -0.13136
P 0.70279 2.86730 0.69050
N 0.26352 3.56021 -0.64624
H 7.08778 -1.60344 3.49262
H 6.75583 -0.05922 4.34405
H 7.51485 -0.05244 2.74813
H 4.66999 -1.06963 3.27405
H 5.50493 -1.04603 1.75645
H 5.23074 1.52538 3.29246
H 5.40725 1.27517 1.52433
H 3.12330 2.02897 2.45047
H 2.99451 0.33904 3.04322
H 3.13095 1.44182 0.23179
H 3.77840 -0.14340 0.51395
H 0.60655 -1.83276 1.10541
H 1.84648 -4.83338 2.12514
H 3.00229 -2.55184 4.43367
H -1.96309 -0.30783 2.54828
H -1.36777 -1.46242 1.39219
H -1.29845 -2.12538 4.38581
H -2.76971 -2.23410 3.45853
H -1.41454 -3.23882 3.00826
H 0.71672 -1.20755 4.56231
H 1.42246 0.33181 4.12292
H -0.87319 -0.12894 5.74157
H -1.46993 0.64712 4.29793
H -0.10298 1.85964 6.49509
H 0.85044 2.14759 5.01414
H -0.50704 4.00494 4.26913
H 2.03584 3.12238 1.03949
H -0.05041 3.31027 1.78870
H -0.08406 2.87053 -1.30092
C -4.14649 -1.09531 8.52073
C -2.72811 -0.67002 8.23515
O -2.17690 -0.96295 7.20023
C -2.03115 0.14240 9.29961
H -4.53046 -1.66716 7.67989
H -4.17767 -1.71099 9.42105
H -4.77559 -0.21761 8.67623
H -1.98082 -0.42489 10.23015
H -2.58095 1.06659 9.48373
H -1.02239 0.38414 8.97298
C 8.77889 -4.51174 4.02793
C 7.40155 -5.12422 4.12888
O 6.42632 -4.44917 4.36524
C 7.31091 -6.61415 3.92357
H 8.71564 -3.43912 4.19591
H 9.43986 -4.95533 4.77391
H 9.19863 -4.69743 3.03821
H 7.91474 -7.13870 4.66355
H 7.67671 -6.87884 2.93047
H 6.27415 -6.92998 4.01914
C -2.66525 4.44659 -2.20755
C -4.13441 4.43786 -1.86794
O -4.54710 4.91530 -0.83402
C -5.07680 3.80017 -2.86177
H -2.10760 4.90204 -1.39340
H -2.30503 3.42935 -2.35865
H -2.50119 5.01197 -3.12585
H -4.82028 2.75076 -2.99724
H -5.00875 4.29788 -3.82785
H -6.09409 3.87900 -2.48148
C 7.54601 -10.23946 6.63229
C 8.85998 -10.11914 5.89855
O 9.04209 -9.26709 5.06115
C 9.93470 -11.11487 6.26099
H 6.86050 -9.47109 6.28312
H 7.10617 -11.22153 6.45293
H 7.70404 -10.11988 7.70513
H 9.58467 -12.12997 6.06797
H 10.18303 -11.02801 7.31979
H 10.82431 -10.92289 5.66659
C -5.37358 0.41665 0.16295
C -4.61510 0.92376 1.36030
O -4.11403 0.19033 2.18481
C -4.47955 2.42106 1.48275
H -5.39158 -0.67070 0.16583
H -6.39731 0.79240 0.17090
H -4.88822 0.75930 -0.74882
H -5.46384 2.88733 1.54569
H -3.96628 2.82727 0.61081
H -3.90784 2.66360 2.37647
C -1.30948 2.19703 -6.38295
C -2.77141 2.20152 -6.01256
O -3.16790 2.72727 -4.99560
C -3.71929 1.52365 -6.96527
H -0.73643 2.71537 -5.61761
H -0.94860 1.17096 -6.46847
H -1.16854 2.69662 -7.34300
H -3.46131 0.46960 -7.08168
H -3.66442 2.00714 -7.94007
H -4.73472 1.59897 -6.57818
C -5.29080 4.88095 -7.93276
C -4.77362 4.61909 -9.32613
O -4.14699 3.61939 -9.59747
C -5.07462 5.66456 -10.37062
H -5.01234 4.06462 -7.27067
H -4.86937 5.81062 -7.54766
H -6.37792 4.97384 -7.94980
H -4.64445 6.62224 -10.07435
H -6.15362 5.78650 -10.47742
H -4.65097 5.36069 -11.32463
C -3.89269 -0.40404 -4.15339
C -5.38630 -0.42429 -3.93158
O -5.86984 -0.14446 -2.85980
C -6.24151 -0.80604 -5.11559
H -3.38938 -0.11432 -3.23382
H -3.54518 -1.39267 -4.45709
H -3.64306 0.30975 -4.94031
H -5.98381 -1.81037 -5.45484
H -6.07335 -0.10885 -5.93832
H -7.29027 -0.78106 -4.82980
C -6.62527 -1.20369 -11.13361
C -5.82280 -0.43310 -10.11168
O -5.26350 -0.99276 -9.19725
C -5.75230 1.06504 -10.28252
H -6.59615 -2.26453 -10.89734
H -7.66154 -0.86212 -11.12953
H -6.21085 -1.04547 -12.13039
H -6.75861 1.48811 -10.23917
H -5.30419 1.31601 -11.24465
H -5.15108 1.49129 -9.49262
C 3.96503 6.09961 1.05650
C 4.26388 4.82921 0.30116
O 4.40884 3.77175 0.87300
C 4.36213 4.93401 -1.19861
H 3.91701 5.88876 2.12227
H 4.74641 6.83788 0.87058
H 3.01006 6.51138 0.72597
H 5.15900 5.62710 -1.47361
H 3.41911 5.30126 -1.60643
H 4.57544 3.95462 -1.61979
*
```

Mulliken atomic charge list, values in e, 5 entries: number 1, C, carries -1.398; number 2, C, carries 0.582; number 3, C, carries -1.388; number 4, C, carries 0.533; number 5, C, carries -1.822



[3]
The following is a quantum chemistry calculation of C23H26CrN2O9P2S as an isolated structure, from the Open Molecules 2025 dataset.

* HOMO-LUMO gap (spin up / spin down): 8.2 / 8.7 eV
* <S²>: 6.021
* energy relative to the best compared isomer or geometry (same formula, charge and spin): 32.6 kcal/mol

Structure (ORCA input):
```
! wB97M-V def2-TZVPD RIJCOSX def2/J DEFGRID3
* xyz 0 5
Cr -0.25585 0.00407 0.08203
C 2.89992 -1.45917 1.44833
C 1.70997 -0.89322 2.19853
O 1.92189 -0.99140 3.58689
P 1.51901 0.95665 1.83519
O 1.82386 1.64001 3.22382
O 2.79398 1.37731 0.97654
O 0.27435 1.61534 1.33643
P 0.13344 -1.84507 1.89569
O 0.53868 -3.31294 2.43872
O -0.86817 -1.24091 2.79240
O -0.18064 -2.03777 0.41212
H 3.78069 -0.83174 1.57894
H 2.65929 -1.53997 0.38765
H 3.12444 -2.44454 1.85151
H 1.05232 -1.12641 3.99962
H 2.58394 1.27408 3.68182
H 2.69272 1.09154 0.04124
H 0.79803 -3.89315 1.72164
C -6.46281 -1.02322 2.00639
N -5.06754 -1.25219 1.74349
N -4.18286 -0.19771 1.66413
C -3.07122 -0.58858 0.93996
O -2.12030 0.17792 0.72747
C -3.32783 -1.92672 0.52605
C -4.55933 -2.27727 1.00376
C -5.35600 -3.51261 0.79606
C -4.28182 0.95637 2.45792
C -4.69641 0.89315 3.78610
C -4.78330 2.05403 4.53312
C -4.45718 3.27592 3.96809
C -4.01472 3.33262 2.65702
C -3.93105 2.18074 1.89752
H -6.59686 -0.00414 2.36165
H -6.81736 -1.70701 2.77635
H -7.06308 -1.16626 1.10658
H -2.62869 -2.51820 -0.03293
H -4.73329 -4.28454 0.35715
H -6.19258 -3.31084 0.12531
H -5.76463 -3.88356 1.73400
H -4.92252 -0.05995 4.23854
H -5.09119 2.00302 5.56711
H -4.53946 4.18172 4.54794
H -3.73031 4.27729 2.21889
H -3.57537 2.22010 0.88092
C 6.78487 2.37081 -7.77832
C 5.83263 1.62265 -6.90073
O 4.64031 1.71908 -6.89536
S 6.70671 0.56097 -5.75399
C 5.43189 0.29693 -4.53416
C 5.56252 0.91563 -3.29929
C 4.54876 0.80498 -2.37189
C 3.38528 0.08812 -2.67881
C 3.30317 -0.58221 -3.90532
C 4.32248 -0.47915 -4.82878
C 2.29501 0.06576 -1.78063
C 1.32546 0.06601 -1.03433
H 6.31375 2.63041 -8.72322
H 7.69960 1.80827 -7.93882
H 7.03730 3.29478 -7.25997
H 6.44935 1.49185 -3.08063
H 4.64348 1.29121 -1.41045
H 2.42309 -1.17117 -4.11941
H 4.26022 -0.97773 -5.78356
*
```

natural (NBO) atomic charge list, values in e, 5 entries: number 1, Cr, carries 1.175; number 2, C, carries -0.653; number 3, C, carries -0.433; number 4, O, carries -0.731; number 5, P, carries 2.316



[4]
The following is a quantum chemistry calculation of one molecule with the formula C3H2O6S3, from the Open Molecules 2025 dataset.

* HOMO-LUMO gap (spin up / spin down): 8.0 / 6.4 eV
* <S²>: 2.038

Structure (ORCA input):
```
! wB97M-V def2-TZVPD RIJCOSX def2/J DEFGRID3
* xyz 0 3
C 0.86283 -0.70272 -1.45223
C 0.42221 -0.88302 1.04483
C 0.90381 -0.97058 -0.19966
O 0.06058 1.64597 -2.73480
O 1.84400 1.60233 -1.03017
O -0.21376 1.56814 1.81187
O -0.72172 1.12720 -0.56061
O -1.95745 -1.38338 0.26632
O -1.55613 -0.56921 2.51636
S 0.56130 1.18280 -1.48636
S -0.98880 0.69579 0.98903
S -1.22973 -1.66211 1.48566
H 1.01970 -1.21112 -2.40413
H 0.99315 -0.44008 1.75391
*
```

natural (NBO) atomic charge list, values in e, 5 entries: number 1, C, carries -0.460; number 2, C, carries -0.568; number 3, C, carries 0.081; number 4, O, carries -0.876; number 5, O, carries -0.866



We obtain strongest force on any atom values of 0.01727; 0.03231; 0.03821; 0.07898 hartree/bohr for the records listed above, in that order.
We obtain calculated total energy values of -134793.28910; -113841.24880; -103519.47482; -47924.75706 eV for the records listed above, in that order.